[1]
# C30H46O3P2Zr

A molecular structure, C30H46O3P2Zr (ωB97M-V/def2-TZVPD, OMol25).

Output
- HOMO level (spin up / spin down): -12.28 / -12.28 eV
- Charge: +2
- Gap between HOMO and LUMO (spin up / spin down): 0.1890 / 0.1889 Ha
- 2S+1: 1

Structure (XYZ):
```
82
C30H46O3P2Zr (ωB97M-V/def2-TZVPD)
H 3.7395 0.8440 5.7804
H 0.8092 3.4622 1.9239
H 2.4872 2.7185 6.8267
C -1.3654 -2.8727 0.4053
C 3.0703 1.4521 5.1731
C -2.3039 -0.6102 2.4733
H 0.7018 -4.6804 1.1032
H -1.2890 -2.6207 -0.6593
C 2.8021 -1.0483 -2.1721
H -2.0798 -0.8439 -3.8421
H -0.2238 2.7107 -5.9363
O 0.6371 3.8201 2.8552
C -3.3746 0.6052 -2.8767
C -1.1396 -0.0625 -2.0964
C 1.1236 -1.9351 3.0445
H 2.0870 -3.7495 0.3857
H 0.3585 0.6839 4.4906
H -2.5392 3.1054 0.3282
H -3.9400 1.1227 0.6103
H -0.7391 3.2024 -1.1083
H -0.1519 -2.7996 -3.9114
C -2.5483 2.3057 -0.4324
C -0.1948 2.6575 -4.8322
H -0.8806 3.4211 -4.4301
H -1.0072 -0.8386 -6.0173
H -2.9533 -0.8779 1.6364
C 0.9626 0.2313 -3.8236
C -1.9336 0.1235 -3.3052
C 1.5406 3.2954 4.9745
C 2.2849 -2.2232 3.9137
H 3.2495 -2.0499 -2.1087
C 0.8786 -2.4775 -3.6801
H 0.3951 -0.7739 5.4644
H 2.0276 -2.0681 4.9716
H -1.6836 2.5646 -2.4429
H -3.5287 1.6887 -3.0010
H 0.8373 2.9075 -4.5281
H -1.1789 -3.9570 0.4945
H 2.1209 -4.3312 2.0842
P 0.9187 -1.0909 -2.4415
C 0.0188 -1.1280 3.3714
C -3.4163 1.3091 -0.3418
H 3.5394 0.3839 3.3207
H 1.4616 -3.3325 -3.2970
H 2.5981 -3.2654 3.7868
H 0.4189 1.3655 -1.6955
C 1.4619 -3.9026 1.3100
H 3.1403 -1.5800 3.6741
O 1.2512 2.4710 0.8170
H 3.1422 -0.5755 -3.1006
H -2.8742 -0.8575 3.3910
P -0.6082 0.9256 -4.3557
H -0.7657 0.7596 -6.8029
C 1.3737 2.9853 3.6037
C -1.4000 2.3717 -1.3961
H -1.4527 -0.9348 -1.5200
C 0.8055 -2.6590 1.8415
C 2.3627 2.5130 5.7477
H 3.1350 -0.3856 -1.3370
H 1.0298 4.1661 5.4018
C -0.5704 1.0632 -1.3115
H -2.2173 0.4859 2.4615
Zr 1.4454 -1.3408 0.0835
H -3.2443 -0.6913 -1.0445
C 2.9375 1.1497 3.7970
H -0.3781 0.7658 -0.2588
H -2.3094 0.3779 -6.0149
C -1.2166 0.2381 -5.9499
H 1.6648 1.0192 -3.5037
O 1.8512 0.3409 1.1321
H -1.1444 -0.1359 4.8852
C -0.9533 -1.2276 2.3861
H -4.0811 0.0893 -3.5475
C 1.6934 1.5499 1.5820
C -0.0994 -0.3037 4.6102
H 1.3999 -0.2051 -4.7362
H 1.3584 -2.1524 -4.6238
C -3.7085 0.2627 -1.3771
C 2.0240 1.8491 3.0132
H -2.4046 -2.6892 0.7157
C -0.4669 -2.0941 1.3168
H -4.7793 0.0072 -1.3291
```

=====

[2]
# C17H23Cl3GeN2O4V

A molecular structure, C17H23Cl3GeN2O4V (ωB97M-V/def2-TZVPD, OMol25).

Output
- HOMO level (spin up / spin down): -18.21 / -18.19 eV
- Expectation value of S²: 2.27
- Charge: +3
- Gap between HOMO and LUMO (spin up / spin down): 0.1182 / 0.1204 Ha
- 2S+1: 3

Structure (XYZ):
```
51
C17H23Cl3GeN2O4V (ωB97M-V/def2-TZVPD)
H -3.3495 0.4720 -2.3768
N 0.9985 1.5050 2.4160
H -0.5906 -2.1630 1.4078
H 5.6799 0.1858 -2.0483
H -1.4409 -0.6997 1.9913
C -3.7580 -1.2591 1.1057
C 3.7360 0.1548 -1.0237
V 2.3666 0.2769 1.7435
C 4.6185 -2.0719 0.2615
C 2.4518 -2.2292 1.5848
C 0.3926 1.1247 4.8452
H -5.8584 -0.9175 0.6679
Cl 0.7456 -0.2569 5.7827
C -3.5624 1.4762 -2.7584
C -2.5266 2.4141 -2.2350
H 4.6710 -3.0860 0.6777
O 1.8824 1.5676 -1.9761
C 5.0207 -0.3484 -1.3462
H -0.3898 2.2133 -2.4039
O 4.1946 1.7106 -2.6270
C -0.8346 1.5718 -0.5082
O 2.6010 -3.4222 1.2511
C -4.9799 -1.2463 0.1796
Cl -0.4365 2.5109 5.4435
H -3.9212 -2.0260 1.9272
N 2.9675 -0.3826 -0.0591
H -4.8191 -0.6804 -0.7410
H -2.4251 3.3021 -2.8364
C 5.4236 -1.5722 -0.7529
H -5.0967 -2.2900 -0.1303
O 1.7799 -1.7970 2.5841
Ge 0.0761 -0.1529 0.0543
C 3.0671 1.2194 -1.9292
H -1.6747 1.7864 0.1855
H -2.5718 -1.3017 -0.6731
C 3.4546 -1.4139 0.6588
H -3.7370 1.4008 -3.8535
H -0.0297 2.3376 -0.3753
H -4.5747 1.7008 -2.3379
C -2.4943 -1.6728 0.3606
H -3.5871 -0.2763 1.5353
C -1.2212 1.6294 -1.9958
C 0.6666 1.0581 3.4880
H 0.3556 -1.0160 -1.1874
H -1.1840 0.6910 -2.5415
Cl 4.1863 0.8014 2.7449
H 6.2790 -2.1302 -1.1263
H -2.7933 2.8479 -1.3061
C -1.2037 -1.2930 1.0838
H -2.4841 -2.7662 0.2960
H 3.9293 2.5132 -3.1273
```

=====

[3]
# C58H45N14STi

A molecular structure, C58H45N14STi (ωB97M-V/def2-TZVPD, OMol25).

Output
- HOMO level (spin up / spin down): -11.75 / -11.74 eV
- Expectation value of S²: 0.80
- Charge: +2
- Gap between HOMO and LUMO (spin up / spin down): 0.2001 / 0.1964 Ha
- 2S+1: 2

Structure (XYZ):
```
119
C58H45N14STi (ωB97M-V/def2-TZVPD)
H 14.0143 11.7654 16.0432
H 21.2741 11.3031 18.0040
C 23.3877 11.9174 18.0700
C 20.4517 8.8152 19.4800
C 18.6332 12.7110 17.4073
N 24.5375 11.8046 18.6651
C 22.1300 9.5623 12.4155
H 20.1216 11.7028 16.2301
N 16.6237 8.2519 16.0225
C 22.2392 11.2274 18.4966
C 19.4077 12.5845 12.0363
C 19.6687 4.8410 12.6204
H 14.1713 6.0389 15.0955
H 13.3424 9.0191 12.8282
N 19.3691 9.7693 13.2151
C 15.4335 7.5277 17.9316
N 16.2947 10.7253 10.9611
N 9.7440 9.1041 16.2551
C 10.2544 8.5308 15.1900
C 20.7755 12.6104 9.6347
H 15.5473 13.2700 16.6008
C 15.2228 10.0597 12.9380
H 14.5719 7.8592 11.5535
N 16.2581 10.4664 13.8109
H 18.8715 12.6567 13.1058
C 15.1081 8.5806 10.7938
C 16.0679 6.8620 9.1422
C 10.5591 9.9399 16.9429
C 23.9765 7.6904 11.5092
H 19.5916 8.3026 19.9560
H 15.1951 5.3271 8.1323
H 21.2858 12.4736 8.6784
C 20.6562 8.5385 18.0475
C 15.5587 9.8125 11.5556
C 18.2803 6.8705 12.8470
C 14.9792 6.2842 8.6072
C 19.6339 8.9049 17.1885
C 12.2654 9.8305 15.2465
C 16.5080 12.7794 16.5672
C 18.8652 5.9145 10.5952
H 12.5305 10.7251 17.2796
C 20.5717 11.8197 11.8612
H 18.9345 5.6874 14.5083
C 14.4424 11.0834 15.2969
C 19.6139 4.9032 11.2011
C 18.2310 6.9224 11.3860
N 17.4690 7.9008 10.7771
H 12.8991 6.1293 8.2209
H 18.0975 14.0432 11.0925
C 14.7942 6.6491 15.7475
C 11.8425 10.2638 16.5145
H 12.1159 8.2493 8.9790
H 17.0277 6.5984 8.6767
C 13.1535 7.9620 9.1493
C 13.6396 6.8481 8.5419
H 13.6834 6.2729 17.5528
N 23.5354 10.3257 20.2280
C 19.0428 11.9069 16.3837
H 22.5774 6.9123 15.6788
C 14.5681 6.7985 17.0625
C 13.9908 8.9737 9.8283
H 20.1121 4.1407 10.6324
H 20.3062 4.1056 13.0517
H 17.1343 11.7526 9.4781
N 19.6681 8.6612 15.8641
C 18.9406 13.3396 10.9505
H 23.8234 10.5550 13.4518
H 13.2600 9.5330 10.4138
H 23.2287 12.6449 17.2809
C 15.5498 10.5886 8.6425
H 15.8064 11.0676 7.7465
C 16.3554 8.3612 17.3627
H 19.4115 14.1760 8.9473
H 21.3304 9.5241 21.2472
C 24.4005 8.8043 12.3351
H 20.7121 7.6485 14.2989
N 17.4747 7.6750 13.6448
C 15.7868 11.1189 14.9059
C 21.8235 7.9443 17.4958
S 20.7891 10.6359 13.1019
C 21.7668 8.7144 11.3807
C 15.9185 7.3724 15.2349
H 24.6447 6.8369 11.2969
H 10.2554 10.2306 17.9535
C 13.9582 9.7979 13.3756
H 18.7914 9.4864 17.5823
N 16.2661 7.1798 13.9762
C 19.6458 13.4222 9.7535
C 24.5362 11.0061 19.7148
H 20.7599 8.6744 11.0248
H 19.0252 9.5657 12.2336
C 22.3498 10.4117 19.6141
C 22.6833 7.6873 11.0136
H 16.7704 9.2361 17.7942
H 15.2723 7.4599 19.0169
H 18.8257 6.1174 9.5236
Ti 18.0569 9.3350 14.6415
H 22.3527 6.9053 10.3727
C 16.3829 10.9627 9.6936
H 9.6840 7.8350 14.6118
C 11.4747 8.9028 14.6372
H 22.7243 8.0012 18.0559
C 20.6672 7.8562 15.3830
H 25.4465 8.8943 12.6814
C 16.8090 11.7142 15.7450
C 16.2420 7.7916 10.2011
C 21.3002 9.5771 20.2135
H 19.3345 13.0733 18.1761
N 17.3773 13.1993 17.4441
C 23.4912 9.7617 12.7166
C 18.9875 5.7905 13.4079
H 22.3615 11.5282 10.7018
N 14.5266 9.7862 8.6635
H 25.4821 10.9103 20.3052
H 11.8430 8.2202 13.8116
C 21.3693 11.9412 10.7162
C 21.7601 7.5030 16.1634
C 13.5607 10.2555 14.6312
N 18.1055 11.2680 15.5889
```

=====

[4]
# C16H22BN7Ti

A molecular structure, C16H22BN7Ti (ωB97M-V/def2-TZVPD, OMol25).

Output
- HOMO level (spin up / spin down): -5.90 / -6.90 eV
- Expectation value of S²: 2.01
- Gap between HOMO and LUMO (spin up / spin down): 0.2394 / 0.2754 Ha
- 2S+1: 3

Structure (XYZ):
```
47
C16H22BN7Ti (ωB97M-V/def2-TZVPD)
H -4.8591 -0.8397 -2.1654
N 1.0888 0.3185 1.9385
C -3.8312 -0.6030 -2.0133
C 0.6094 3.7911 -1.7790
H 3.1049 -1.3740 0.8506
N -1.8801 -0.2097 -1.0087
H 2.0612 -2.8981 -0.4029
C 0.8046 3.0431 -0.6157
N 0.7215 -0.8601 -2.5602
H 3.2831 0.2923 0.2379
C 3.3308 -0.3343 1.1511
C 2.4341 0.1503 2.2013
H 3.6303 0.4875 4.0180
Ti 0.4542 0.0628 0.1105
H -3.5226 -0.7059 0.2341
H -1.2480 1.7257 2.0955
H 1.1018 3.3332 0.3804
H 4.3599 -0.3090 1.5267
N 0.5540 1.7207 -0.9013
C 1.9622 -2.7165 -2.6523
C -2.7780 -2.4967 3.0078
C 1.7465 -2.4013 -1.3105
H 2.5077 -3.5597 -3.0313
C 0.4574 0.8398 3.0513
B -0.2624 0.3065 -2.8996
C 2.6679 0.5281 3.5350
H -2.0125 -3.0889 3.5216
H -2.9207 -0.2194 -4.0535
H -0.3308 0.4387 -4.0933
H 1.2106 1.3353 5.0652
C -2.8758 -0.2973 -2.9819
C 1.3175 -1.7234 -3.3953
N 1.0042 -1.2521 -1.2438
H 1.2412 -1.5808 -4.4632
C -3.1630 -0.5385 -0.7776
H -2.3502 -1.5313 2.7178
C -0.9695 1.1750 3.0128
H -3.5939 -2.3536 3.6380
H -3.0953 -3.0332 2.1069
N -1.7046 -0.0667 -2.3512
C 0.2385 2.8761 -2.7749
H 0.0019 3.0258 -3.8159
C 1.4167 0.9653 4.0743
N 0.1876 1.6457 -2.2461
H -1.6064 0.2752 3.0695
H 0.7112 4.8508 -1.8879
H -1.2055 1.8054 3.8802
```